No. 1
14
Properties=species:S:1:pos:R:3:forces:R:3 method="wB97M-V/def2-TZVPD" orbital_gap_ev=8.04 total_charge=0 relative_energy_kcal_mol=97.60 smiles="C=NCC.O"
C 0.999 1.248 0.841 -1.72 -2.48 -1.95
N 0.382 0.156 0.399 -0.31 4.46 -0.31
C -1.011 -0.331 0.646 0.67 -2.35 1.13
C -2.085 -0.373 -0.499 1.89 0.77 -3.49
H 1.343 1.345 1.876 -0.25 0.14 0.28
H 1.195 2.193 0.186 0.36 -1.98 0.58
H -1.263 0.345 1.485 -0.86 -0.93 -0.38
H -0.995 -1.448 0.947 0.25 1.81 0.27
H -3.135 -0.461 -0.260 -0.04 -0.35 0.92
H -1.881 -1.134 -1.395 -0.11 1.08 2.37
H -2.049 0.563 -1.108 0.07 -0.24 0.65
O 2.870 -0.335 -1.296 1.13 -2.78 1.43
H 2.104 -0.697 -0.798 0.00 0.89 -0.53
H 3.526 -1.071 -1.023 -1.08 1.97 -0.98


No. 2
14
Properties=species:S:1:pos:R:3:forces:R:3 method="wB97M-V/def2-TZVPD" orbital_gap_ev=10.26 total_charge=0 relative_energy_kcal_mol=32.94 smiles=CNCOC
C -1.955 0.059 0.612 0.32 -0.09 0.10
N -0.827 0.965 0.798 -0.11 0.34 0.11
C 0.441 0.418 0.513 -0.08 -0.47 -0.32
O 0.566 0.086 -0.880 0.12 -0.01 -0.05
C 1.701 -0.714 -1.191 -0.04 0.70 0.53
H -1.780 -0.648 -0.198 -0.18 0.11 -0.31
H -2.865 0.625 0.447 -0.07 0.03 -0.15
H -2.104 -0.535 1.508 -0.02 -0.06 0.30
H -0.951 1.856 0.338 -0.08 -0.08 -0.06
H 0.546 -0.514 1.083 0.17 0.08 0.11
H 1.225 1.124 0.782 0.13 0.09 0.13
H 2.178 -1.069 -0.267 -0.16 -0.33 -0.23
H 1.361 -1.518 -1.826 0.11 -0.42 -0.06
H 2.466 -0.137 -1.717 -0.12 0.09 -0.09


No. 3
14
Properties=species:S:1:pos:R:3:forces:R:3 method="wB97M-V/def2-TZVPD" orbital_gap_ev=10.04 total_charge=0 relative_energy_kcal_mol=39.73 smiles="C=O.CCN"
C -3.418 -3.280 0.100 0.05 -0.07 0.36
O -2.905 -2.406 -0.538 0.00 0.00 -0.08
H -3.188 -4.349 -0.056 0.01 0.02 -0.16
H -4.125 -3.068 0.924 -0.04 0.07 -0.10
C 2.413 1.814 -0.119 -0.12 -1.09 1.31
C 0.961 1.552 0.259 0.16 0.05 -0.97
N 0.355 0.581 -0.665 -0.55 -0.28 0.48
H 2.819 2.562 0.561 0.11 0.42 -0.47
H 2.570 1.975 -1.176 -0.03 0.42 -0.13
H 2.950 0.903 0.172 0.20 -0.01 -0.34
H 0.385 2.473 0.156 -0.07 0.00 0.15
H 0.918 1.218 1.293 0.00 0.09 0.33
H -0.557 0.348 -0.272 -0.12 0.13 -0.39
H 0.821 -0.323 -0.640 0.39 0.25 0.02


No. 4
14
Properties=species:S:1:pos:R:3:forces:R:3 method="wB97M-V/def2-TZVPD" orbital_gap_ev="4.11 / 0.62" total_charge=+1 relative_energy_kcal_mol=89.20 multiplicity=2
C -3.672 4.460 1.969 -1.63 1.88 -0.91
C -2.866 3.771 2.822 -1.40 1.80 2.67
H -3.558 4.655 0.881 0.35 -0.49 0.73
H -4.554 5.001 2.406 0.65 -0.67 -0.37
H -2.318 2.950 2.595 1.77 -2.47 -1.03
H -2.909 4.032 3.916 0.27 -0.05 -1.09
N 2.572 -2.532 -1.031 -0.90 -0.28 0.74
C 2.101 -3.127 -2.253 1.65 0.37 1.03
O 2.584 -4.446 -2.455 0.90 0.28 -0.44
H 2.373 -2.839 -0.067 0.09 -0.04 -1.34
H 3.284 -1.853 -1.125 0.52 0.41 0.10
H 2.332 -2.340 -2.995 0.31 -0.80 -0.32
H 1.078 -3.298 -2.308 -2.07 0.08 0.30
H 3.553 -4.435 -2.355 -0.49 -0.02 -0.07


No. 5
15
Properties=species:S:1:pos:R:3:forces:R:3 method="wB97M-V/def2-TZVPD" orbital_gap_ev="3.09 / 6.26" total_charge=-1 relative_energy_kcal_mol=35.29 multiplicity=2
C -0.144 0.668 -1.736 -0.30 -0.04 -0.13
N -1.058 -0.412 -1.352 0.23 -0.02 0.06
C -1.026 -0.609 0.088 -0.21 -0.36 0.15
O -1.914 -1.662 0.440 -0.07 0.12 -0.11
H -0.526 1.603 -1.327 0.12 0.06 0.08
H -0.151 0.764 -2.821 0.07 -0.01 -0.05
H 0.880 0.518 -1.382 0.03 0.08 0.07
H -0.711 -1.277 -1.756 -0.07 0.02 -0.06
H -0.040 -0.896 0.461 0.01 0.06 0.11
H -1.329 0.318 0.580 0.13 0.15 -0.04
H -2.775 -1.410 0.082 0.10 -0.07 0.02
O 3.137 -0.160 1.832 -0.06 0.02 -0.01
C 2.161 0.619 2.166 0.15 -0.07 -0.18
H 2.253 1.716 2.098 -0.08 -0.03 0.06
H 1.244 0.221 2.628 -0.05 0.08 0.05


No. 6
15
Properties=species:S:1:pos:R:3:forces:R:3 method="wB97M-V/def2-TZVPD" orbital_gap_ev=9.70 total_charge=0 relative_energy_kcal_mol=28.57 smiles="CC(=O)O.CN"
C -0.044 -0.726 2.571 -0.77 -0.72 -1.25
C 0.241 -0.147 1.204 1.32 0.62 1.36
O 1.220 -0.406 0.559 -0.44 -0.28 -0.42
O -0.639 0.834 0.906 -0.66 -0.40 1.30
H 0.833 -1.192 3.001 0.16 0.48 0.27
H -0.707 -1.569 2.336 -0.14 0.02 0.21
H -0.638 -0.031 3.154 0.35 0.02 0.38
H -0.833 0.897 -0.010 0.32 0.27 -1.59
C -0.628 0.805 -2.599 0.78 -0.64 0.21
N 0.054 -0.440 -2.224 -0.15 0.00 -0.40
H -0.923 0.644 -3.623 -0.72 0.51 -0.31
H -0.002 1.700 -2.567 0.21 -0.09 0.10
H -1.464 1.005 -1.936 -0.44 -0.09 -0.25
H 1.053 -0.392 -2.266 0.25 0.15 0.11
H -0.202 -0.864 -1.356 -0.09 0.13 0.30


No. 7
15
Properties=species:S:1:pos:R:3:forces:R:3 method="wB97M-V/def2-TZVPD" orbital_gap_ev=10.82 total_charge=0 relative_energy_kcal_mol=11.98 smiles="CCC(N)=O.O"
C -0.249 0.900 1.738 0.42 -0.14 0.99
C -1.124 -0.028 0.873 1.14 0.64 -1.15
C -0.190 -0.829 -0.019 0.55 0.57 0.70
N 0.499 -1.864 0.599 -0.58 0.05 -0.86
O 0.097 -0.446 -1.134 0.00 -0.32 -0.21
H 0.657 1.276 1.255 -0.37 -0.07 -0.71
H -0.786 1.781 2.095 -0.16 -0.20 -0.01
H 0.197 0.407 2.597 -0.35 -0.26 0.33
H -1.586 0.672 0.170 -0.69 -0.57 0.15
H -1.802 -0.726 1.362 -0.21 0.53 0.41
H 0.025 -2.371 1.331 0.05 0.07 -0.01
H 0.933 -2.441 -0.109 0.25 -0.19 0.27
O 1.051 1.041 -3.948 0.01 0.18 0.49
H 0.751 0.776 -3.067 -0.15 -0.36 -0.12
H 1.527 1.852 -3.742 0.10 0.08 -0.28


No. 8
15
Properties=species:S:1:pos:R:3:forces:R:3 method="wB97M-V/def2-TZVPD" orbital_gap_ev=10.20 total_charge=0 relative_energy_kcal_mol=52.74 smiles="CNC(C)=O.O"
C -1.221 -1.892 1.029 1.44 2.71 -0.94
N -0.619 -0.477 1.315 0.21 -2.96 -0.98
C 0.287 0.156 0.508 0.88 7.27 1.89
C 0.353 -0.040 -0.983 1.15 -4.02 1.82
O 0.737 1.364 0.943 -1.27 -6.04 -1.67
H -2.077 -1.719 0.404 -0.18 -0.16 -0.79
H -1.665 -2.145 1.967 0.37 -0.95 0.62
H -0.436 -2.512 0.536 -1.00 -0.04 0.84
H -0.331 -0.535 2.268 0.20 1.05 0.68
H -0.338 0.637 -1.302 -1.94 1.51 -1.64
H 1.294 0.036 -1.465 1.07 1.11 0.16
H 0.172 -1.099 -1.228 -0.99 0.38 -0.11
O 1.340 3.003 -1.664 0.33 -1.52 1.50
H 0.502 2.766 -1.196 1.07 0.44 -0.42
H 2.003 2.457 -1.131 -1.36 1.22 -0.96


No. 9
15
Properties=species:S:1:pos:R:3:forces:R:3 method="wB97M-V/def2-TZVPD" orbital_gap_ev=9.19 total_charge=0 relative_energy_kcal_mol=51.53 smiles="CC(=O)O.CN"
C 2.124 1.236 0.424 3.14 -2.44 3.28
C 1.328 0.175 -0.167 1.34 -1.79 -4.04
O 0.541 0.310 -1.057 -1.39 0.95 -0.21
O 1.812 -1.092 0.009 0.52 -1.26 -0.04
H 3.261 1.024 0.358 -1.77 -0.14 -0.60
H 2.066 0.897 1.515 -0.28 1.90 -0.64
H 2.024 2.213 0.041 -1.04 1.03 0.31
H 1.653 -1.678 -0.812 -0.22 1.72 1.87
C -2.324 0.152 -0.105 1.94 -1.41 0.85
N -1.964 -1.304 -0.232 -3.28 0.57 0.52
H -1.342 0.691 0.249 -2.44 -0.30 -1.07
H -3.073 0.190 0.653 -0.46 0.43 0.77
H -2.829 0.467 -1.020 0.74 0.48 -0.05
H -1.030 -1.376 -0.406 2.87 -0.49 -0.51
H -2.248 -1.905 0.550 0.31 0.75 -0.45


No. 10
15
Properties=species:S:1:pos:R:3:forces:R:3 method="wB97M-V/def2-TZVPD" orbital_gap_ev=9.20 total_charge=0 relative_energy_kcal_mol=24.71 smiles="CC(=O)O.CN"
C 0.012 2.441 1.462 -0.14 -0.17 -0.35
C 0.519 1.393 0.532 -0.10 -0.74 0.37
O -0.177 0.706 -0.173 0.15 0.39 -0.26
O 1.842 1.140 0.671 -0.09 0.72 -0.31
H 0.457 2.265 2.423 -0.30 -0.42 0.74
H -1.074 2.383 1.397 0.16 0.21 0.50
H 0.369 3.434 1.256 0.08 0.44 -0.68
H 2.069 0.626 -0.111 0.24 -0.46 0.00
C -0.562 -2.533 -1.716 -2.28 -0.21 -0.90
N -1.580 -2.645 -0.673 -0.26 0.82 0.85
H -1.196 -2.581 -2.650 1.34 -0.15 0.34
H 0.144 -3.349 -1.669 0.49 -0.02 -0.22
H -0.111 -1.547 -1.711 0.28 -0.06 0.21
H -1.709 -3.537 -0.226 0.33 -0.12 -0.16
H -1.517 -1.922 0.034 0.11 -0.21 -0.12